Entry 1:
Below is the molecule C4H7FN2, with properties calculated with the ωB97M-V functional and the def2-TZVPD basis.

```
14
Properties=species:S:1:pos:R:3:forces:R:3
C 1.954602 0.719668 0.018197 -0.42 -3.11 -3.67
H 0.821899 -1.802151 -0.794817 0.18 -0.59 -0.17
H 2.771147 -0.072072 -0.388533 -1.97 1.97 0.94
C 0.096050 -1.112152 -0.417501 0.74 -1.76 1.05
F -2.766222 0.431463 -0.265926 0.59 0.29 -0.03
C -1.079880 -1.417820 0.166558 0.73 4.82 -0.13
H -1.932853 0.364208 1.526332 0.52 0.04 -0.60
C -1.593989 0.200014 0.481229 -1.10 -4.16 0.76
H 2.011803 0.788727 1.048184 -0.06 -0.10 2.21
N -0.518632 0.992398 0.001059 -0.32 0.98 0.03
H 2.146661 1.714696 -0.404696 -0.33 -0.52 -0.19
N 0.539101 0.182001 -0.446613 1.95 1.40 0.04
H -1.564091 -2.357046 0.335941 -0.26 0.00 -0.10
H -0.885593 1.368065 -0.859409 -0.27 0.74 -0.15
```
Positions in Å, forces in eV/Å.

The calculation puts the LUMO energy at 1.005 eV. Its structure (SMILES) is CN1C=C[C@H](F)N1. For the HOMO energy, the calculation gives -0.298 Eh. The net charge is 0. The HOMO-LUMO gap is 9.12 eV. As for the multiplicity: 1.

---

Entry 2:
Below is the molecule C4H7FN2, with properties calculated with the ωB97M-V functional and the def2-TZVPD basis.

```
14
Properties=species:S:1:pos:R:3:forces:R:3
C -0.146821 1.017081 -0.353632 0.09 3.80 0.56
N 0.430500 -0.993065 0.256787 0.93 0.50 0.36
H -2.423060 -0.032026 -0.999188 -0.18 -0.86 0.17
C -1.845387 -0.569167 -0.219665 -2.35 2.13 0.55
H -2.326051 -0.104468 0.764080 1.51 -1.24 -1.36
C 1.640465 -0.131591 0.428597 -0.53 0.67 1.33
H 1.590978 2.057474 0.494995 0.08 1.05 -0.06
H -0.959082 1.737108 -0.385982 0.37 0.30 -0.61
H 2.174477 -0.053304 1.469991 -1.14 -1.18 -1.71
C 1.078460 1.209331 0.137814 -0.60 -1.05 0.24
N -0.509624 -0.234583 -0.552067 1.00 -2.36 0.97
H 0.595779 -1.824999 -0.276024 0.71 -0.55 -0.03
F 2.626860 -0.446479 -0.479961 0.69 -0.65 -0.49
H -1.927490 -1.631315 -0.285739 -0.60 -0.56 0.09
```
Positions in Å, forces in eV/Å.

The calculation puts the LUMO energy at 1.001 eV. Its structure (SMILES) is CN1C=C[C@H](F)N1. For the HOMO energy, the calculation gives -0.304 Eh. The net charge is 0. The HOMO-LUMO gap is 9.28 eV. As for the multiplicity: 1.

---

Entry 3:
Below is the molecule C4H7FN2O, with properties calculated with the ωB97M-V functional and the def2-TZVPD basis.

```
15
Properties=species:S:1:pos:R:3:forces:R:3
N -0.718729 -0.037507 -1.166696 1.82 1.45 0.57
H 1.985424 0.679172 2.129012 -0.75 -0.12 -0.05
H 1.525306 -0.976656 1.965820 -0.03 -0.94 0.05
H 0.302207 0.160056 2.649994 0.49 -0.09 -0.25
H 0.836006 2.368830 -2.584963 -0.11 -0.22 0.19
H -0.849752 0.950301 -2.937837 -0.11 -0.12 -0.34
C 1.125152 0.013638 1.922471 0.23 1.08 0.35
C -0.308261 -0.370455 0.120041 -0.64 -0.90 0.10
F -1.940786 -2.026926 0.086162 0.09 0.13 0.04
H -1.435577 -0.586787 -1.495797 -1.77 -1.34 -0.78
N 0.703992 1.742826 -1.787588 -0.59 -0.52 -0.42
C -0.252143 0.926470 -2.036062 0.79 0.91 0.75
H -0.730894 -1.798131 1.764143 -0.17 0.57 -1.16
O 0.691781 0.330959 0.616108 0.57 0.64 -0.04
C -0.933725 -1.375789 0.755194 0.16 -0.52 0.99
```
Positions in Å, forces in eV/Å.

The calculation puts the LUMO energy at 0.903 eV. Its structure (SMILES) is [H]/N=C/N/C(=C\F)OC. For the HOMO energy, the calculation gives -0.297 Eh. The net charge is 0. The HOMO-LUMO gap is 8.99 eV. As for the multiplicity: 1.

---

Entry 4:
Below is the ion C4H7FNO with charge +1, with properties calculated with the ωB97M-V functional and the def2-TZVPD basis.

```
14
Properties=species:S:1:pos:R:3:forces:R:3
O 1.937267 -0.086599 -1.373449 -0.02 -0.14 -0.49
N 0.857399 -0.255144 -0.550388 -0.28 1.88 4.91
C 0.030974 0.653925 1.762125 0.43 -1.03 0.13
C -1.550205 -0.145270 0.016976 2.76 -2.57 0.47
C 0.968484 0.094520 0.746291 -0.41 -0.77 -1.58
H -0.722354 -1.032012 -1.684282 0.45 0.57 -0.33
H -1.160664 0.624232 0.718259 -0.39 0.35 1.03
H -1.424613 -1.256397 0.399213 -1.34 2.44 -0.13
C -0.500464 -0.136106 -1.082360 -0.89 -0.08 -2.70
H -2.496146 0.284287 -0.237888 -0.69 -0.39 -0.30
H 1.970058 0.329317 0.969766 1.30 0.14 0.94
H -0.486278 0.783153 -1.719087 -0.19 -0.73 0.43
H 2.753854 0.141364 -0.856062 -1.03 -0.31 -0.28
F -0.177311 0.000731 2.890886 0.30 0.65 -2.09
```
Positions in Å, forces in eV/Å.

The calculation puts the LUMO energy at -6.016 eV. For the HOMO energy, the calculation gives -0.535 Eh. The net charge is +1. The HOMO-LUMO gap is 8.54 eV. As for the multiplicity: 1.

---

Entry 5:
Below is the molecule C4H7FO2, with properties calculated with the ωB97M-V functional and the def2-TZVPD basis.

```
14
Properties=species:S:1:pos:R:3:forces:R:3
H 0.307350 1.885312 0.961381 0.28 0.14 1.28
O 0.096382 2.118454 0.069930 -0.04 1.11 -0.34
H 1.706957 -0.492923 -0.883854 0.24 0.29 0.40
O 1.334897 0.043749 1.127519 0.67 -0.16 0.71
C -0.070325 0.924316 -0.551099 0.72 -0.79 -1.01
C 0.919112 -0.239911 -0.161007 -0.90 0.00 -1.52
H 1.699310 -0.750788 1.531996 -0.02 0.10 0.06
C -1.227537 0.031975 -0.099396 -0.38 -1.11 -0.51
H -0.046720 1.105172 -1.640866 -0.29 -0.31 0.41
H -0.325877 -1.963398 0.531671 -0.25 0.12 0.40
C -0.302099 -1.187336 -0.226924 0.37 -0.16 0.20
H -0.391255 -1.721770 -1.171076 -0.03 0.30 -0.25
H -2.127118 -0.009171 -0.703739 -0.29 0.27 0.05
F -1.573080 0.256321 1.215468 -0.08 0.21 0.13
```
Positions in Å, forces in eV/Å.

The calculation puts the LUMO energy at 0.760 eV. Its structure (SMILES) is O[C@@H]1[C@H](F)C[C@@H]1O. For the HOMO energy, the calculation gives -0.364 Eh. The net charge is 0. The HOMO-LUMO gap is 10.65 eV. As for the multiplicity: 1.

---

Entry 6:
Below is a cluster of 2 separate species, C4H7FO2S in total, with properties calculated with the ωB97M-V functional and the def2-TZVPD basis.

```
15
Properties=species:S:1:pos:R:3:forces:R:3
S -0.913039 0.195306 0.178334 -1.70 1.36 -1.74
C 2.578334 0.268763 -0.930459 0.08 -0.65 0.81
H -1.700446 -2.050402 0.097182 0.63 0.30 -0.84
H -0.096736 -1.863103 -0.994719 -1.39 0.78 1.05
H 3.186813 0.200985 -0.045836 0.06 0.01 -0.58
H -0.142454 -1.845560 0.723058 1.70 -0.93 2.32
H -2.441536 1.015668 1.272051 0.30 -1.78 0.07
O -2.217976 0.032263 1.123588 0.22 1.71 -0.27
H 0.959597 0.642277 -2.343934 -1.63 0.28 -1.52
H 0.099408 0.845440 2.059776 0.54 -1.15 2.96
F 1.050908 1.755935 0.604262 0.24 0.75 0.11
C -0.092715 1.284622 1.163915 -0.45 0.49 -2.38
C -0.712785 -1.570617 -0.076980 -0.79 -0.27 -1.93
C 1.675641 0.281652 -1.716746 1.79 0.04 0.90
O -1.233010 0.806767 -1.113499 0.41 -0.94 1.05
```
Positions in Å, forces in eV/Å.

The calculation puts the LUMO energy at 0.506 eV. Its structure (SMILES) is C[S@@](=O)(O)=CF.C#C. For the HOMO energy, the calculation gives -0.316 Eh. The net charge is 0. The HOMO-LUMO gap is 9.09 eV. As for the multiplicity: 1.

---

Entry 7:
Below is the molecule C4H7FS, with properties calculated with the ωB97M-V functional and the def2-TZVPD basis.

```
13
Properties=species:S:1:pos:R:3:forces:R:3
H -1.250900 -0.115227 2.152556 0.28 0.76 -0.14
F -0.979339 -1.856399 0.667467 -0.07 0.08 -0.04
H 1.699110 0.911739 -1.346601 0.50 0.37 0.28
C 0.010639 -0.159701 -0.623521 -0.40 0.70 -0.02
C -0.125668 -1.422607 -0.280077 0.11 -0.29 0.26
H -1.250719 1.674840 2.400981 0.33 -0.38 -0.28
C -0.760535 0.840572 1.867786 0.03 -0.70 0.74
H 0.445956 0.779903 -2.499716 -0.70 0.50 -0.71
H 0.468832 -2.222956 -0.677327 0.13 -0.26 -0.19
C 0.942990 0.252657 -1.724538 0.33 -0.98 0.41
H 0.311043 0.773292 2.136145 -0.58 0.20 -0.07
H 1.430414 -0.613688 -2.184630 -0.08 0.06 0.13
S -0.941824 1.157575 0.111475 0.12 -0.06 -0.39
```
Positions in Å, forces in eV/Å.

The calculation puts the LUMO energy at 0.931 eV. Its structure (SMILES) is CS/C(C)=C\F. For the HOMO energy, the calculation gives -0.312 Eh. The net charge is 0. The HOMO-LUMO gap is 9.43 eV. As for the multiplicity: 1.

---

Entry 8:
Below is a structure of composition C4H7GdO, with properties calculated with the ωB97M-V functional and the def2-TZVPD basis.

```
13
Properties=species:S:1:pos:R:3:forces:R:3
Gd 1.460611 -2.406615 2.375549 0.10 0.92 -1.16
C -0.902484 0.479908 0.697888 -4.08 -0.38 0.87
C 0.300934 -0.168547 -0.009079 3.78 -0.74 -1.81
H -1.528416 -0.390298 -1.277948 0.39 0.16 0.21
H -1.016163 0.218195 1.753345 0.34 0.16 -0.28
H -1.356094 -1.626770 0.086891 0.18 0.33 -0.05
H -1.308692 1.457684 0.430154 0.88 -0.06 0.01
H 1.467895 0.167685 -1.623072 -0.13 1.10 0.34
H 0.203891 1.460674 -1.524973 0.27 -0.10 0.47
H 1.669102 1.499101 -0.374290 -0.29 -0.09 -0.45
O 1.162588 -0.942585 0.708286 -1.71 0.29 0.50
C -1.089211 -0.644995 -0.310682 -0.20 0.38 1.25
C 0.936038 0.896564 -0.932069 0.48 -1.97 0.11
```
Positions in Å, forces in eV/Å.

The calculation puts the LUMO energy (alpha / beta) at -10.051 / -11.387 eV. The expectation value of S² is 16.78. For the HOMO energy (alpha / beta), the calculation gives -0.684 / -0.649 Eh. The net charge is +2. The HOMO-LUMO gap (alpha / beta) is 8.56 / 6.27 eV. As for the multiplicity: 8.

---

It is found that the maximum force values, taken in the order of the records, are 4.9, 3.8, 2.4, 5.3, 1.8, 3.2, 1.1, 4.3 eV/Å.